Density functional theory data (wB97M-V/def2-TZVPD) for the ion C3H11N2S with charge +1 at a distorted geometry.

LUMO level in eV: -3.49
SMILES string: CC[C@H]([NH3+])NS
Gap between HOMO and LUMO in eV: 10.16

ORCA input file:
```
! RIJCOSX wB97M-V def2-TZVPD def2/J DEFGRID3
* xyz 1 1
S 1.184 2.777 -0.566
N 0.137 1.630 -1.218
N 1.047 0.368 0.836
C -0.967 -1.895 0.507
C 0.233 0.025 -0.369
C -1.211 -0.578 -0.136
H -0.786 1.926 -1.001
H -1.672 0.090 0.440
H 1.602 -0.437 1.156
H -0.369 -2.621 -0.150
H 0.797 -0.566 -1.123
H 1.734 1.123 0.462
H 2.063 2.484 -1.530
H -2.067 -2.316 0.576
H -1.819 -0.908 -1.016
H -0.472 -1.981 1.533
H 0.565 0.880 1.599
*
```